[1]
Below is 5 unconnected molecules or ions with the total composition C34H40NO8S, with properties calculated with ωB97M-V/def2-TZVPD.

Its total energy is -64612.950 eV. As for the HOMO energy: -5.03 eV.

Geometry as ORCA input:
```
! wB97M-V def2-TZVPD RIJCOSX def2/J DEFGRID3
* xyz -1 1
S -6.8831 1.5373 -2.0845
O -4.0984 4.9096 0.6021
O -8.1519 1.8522 -2.7084
O -0.5377 0.7986 -0.7692
O -6.7524 3.2453 0.0097
O -6.0103 2.0667 1.7885
O -4.6592 2.5263 0.0723
O -5.9362 0.9875 -3.0337
O -4.5660 5.7821 -1.4284
N -6.8323 4.1772 -2.1629
C -4.2338 -2.7336 -2.6037
C 10.4375 -0.9590 4.1467
C -3.7865 3.0962 -2.2018
C -5.7800 2.5756 0.7537
C 8.1105 -1.2335 4.6866
C 3.0273 0.5189 3.5614
C 5.4451 0.0678 2.2737
C 1.2347 -1.7887 -0.6843
C 1.7451 -3.9069 -1.7082
C -2.6376 2.2527 -1.6461
C 0.1988 1.7774 -0.0539
C -4.4746 4.8599 -0.5833
C -4.1980 -4.9394 -3.5680
C 5.3479 1.0610 3.2389
C 8.1950 -0.1786 5.5847
C 9.4006 0.4847 5.7643
C 3.1256 -0.4763 2.5994
C -3.4126 -5.3883 -2.5164
C 2.5478 -1.3804 -0.8724
C -4.8112 3.3791 -1.1032
C 9.2307 -1.6206 3.9650
C 3.4611 -2.2376 -1.4734
C -3.4473 -3.1824 -1.5513
C -0.5279 0.9858 -2.1680
C 3.0616 -3.5026 -1.8867
C -3.0393 -4.5105 -1.5097
C 4.3354 -0.7031 1.9572
C 4.1398 1.2852 3.8840
C 10.5230 0.0927 5.0478
C -1.4853 2.1124 -2.6269
C -6.3171 3.1762 -1.3079
C 0.8374 -3.0448 -1.1102
C -4.6085 -3.6150 -3.6094
C -7.2231 0.2888 -0.8550
H 4.0637 2.0587 4.6375
H 7.1705 -1.7515 4.5478
H 3.7754 -4.1708 -2.3519
H 2.2597 -1.0753 2.3463
H 6.3871 -0.1050 1.7684
H -6.5154 -0.5235 -0.9697
H 9.4656 1.3086 6.4634
H -0.8948 3.0260 -2.6976
H -0.1924 -3.3475 -0.9668
H 2.0832 0.6982 4.0595
H -2.4252 -4.8622 -0.6895
H -4.5605 -1.7011 -2.6521
H -7.8189 4.3237 -1.9970
H -5.2226 -3.2645 -4.4287
H -8.2374 -0.0449 -1.0381
H -1.8185 1.8535 -3.6317
H 11.4642 0.6078 5.1911
H -3.3519 4.0547 -2.4673
H -0.4622 2.2459 0.6752
H -4.4885 -5.6216 -4.3570
H -3.1481 -2.4983 -0.7671
H 1.4278 -4.8886 -2.0367
H 11.3116 -1.2629 3.5851
H 2.8592 -0.3958 -0.5479
H -7.1696 0.6621 0.1650
H -2.2698 2.7919 -0.7790
H 4.4105 -1.4807 1.2090
H 0.5697 2.5700 -0.6998
H -3.0896 -6.4212 -2.4828
H -6.6662 3.9591 -3.1339
H 0.5182 -1.1277 -0.2166
H 4.4864 -1.9197 -1.6199
H 0.4876 1.1602 -2.5334
H 6.2147 1.6602 3.4880
H 7.3196 0.1265 6.1432
H -4.2160 2.6824 -3.1107
H 1.0058 1.2927 0.4976
H -0.8874 0.0545 -2.6033
H 9.1631 -2.4392 3.2600
H -3.0031 1.2690 -1.3676
*
```

And the Löwdin charges, in e, turn out to be:
1 S 0.7137
2 O 0.0037
3 O -0.3465
4 O -0.2362
5 O 0.1118
6 O 0.1731
7 O 0.1019
8 O -0.3368
9 O -0.0434
10 N 0.1435
11 C -0.0821
12 C -0.1017
13 C -0.0976
14 C -0.5869
15 C -0.0993
16 C -0.0914
17 C -0.0997
18 C -0.0804
19 C -0.0954
20 C -0.1728
21 C -0.0884
22 C -0.6418
23 C -0.1048
24 C -0.1058
25 C -0.0995
26 C -0.0991
27 C -0.0949
28 C -0.1068
29 C -0.1044
30 C -0.2434
31 C -0.0974
32 C -0.1059
33 C -0.0904
34 C -0.2391
35 C -0.1033
36 C -0.1107
37 C -0.1005
38 C -0.0970
39 C -0.1025
40 C -0.1636
41 C -0.4975
42 C -0.0801
43 C -0.0929
44 C -0.1095
45 H 0.0989
46 H 0.1024
47 H 0.0952
48 H 0.1013
49 H 0.0998
50 H 0.0588
51 H 0.0986
52 H 0.1092
53 H 0.0876
54 H 0.1025
55 H 0.0953
56 H 0.0949
57 H 0.1047
58 H 0.1019
59 H 0.0654
60 H 0.1128
61 H 0.0975
62 H 0.1176
63 H 0.0920
64 H 0.0962
65 H 0.1035
66 H 0.0977
67 H 0.0977
68 H 0.0974
69 H 0.0537
70 H 0.1185
71 H 0.0875
72 H 0.0927
73 H 0.0956
74 H 0.1067
75 H 0.0911
76 H 0.0987
77 H 0.1146
78 H 0.0985
79 H 0.1017
80 H 0.1051
81 H 0.0706
82 H 0.1170
83 H 0.0995
84 H 0.1211

=====

[2]
Below is a molecular structure, C34H41BF2N2O4PdSi, with properties calculated with ωB97M-V/def2-TZVPD.

Its total energy is -64565.276 eV. The value obtained for the energy above the lowest of the compared OMol25 structures with the same formula, charge and spin is 4.4 kcal per mole. As for the HOMO energy (spin up / spin down): -7.09 / -8.18 eV. Its expectation value of S² is 2.004.

Geometry as ORCA input:
```
! wB97M-V def2-TZVPD RIJCOSX def2/J DEFGRID3
* xyz 0 3
Pd 0.4866 0.4213 -0.8194
Si -2.0966 1.7715 -0.2190
F 0.7939 0.3368 -3.8536
F 1.8312 2.1234 -2.9804
O 2.2537 -3.2081 0.5284
O -0.2304 -0.8981 1.6172
O 1.1694 -1.5825 -0.5021
O -1.5750 0.2529 -0.4350
N 5.1760 -1.5419 -3.9289
N 3.3442 -0.6778 -2.0448
C 0.5888 -1.8996 5.4501
C -0.6662 -3.2963 1.5326
C 1.3787 -2.3487 0.5048
C 4.7230 -0.3255 -1.8584
C 1.8901 -2.2977 5.7325
C -2.0080 -3.0210 1.3072
C -2.5146 -5.3747 1.2938
C -4.5117 0.9811 0.9269
C -2.7292 2.4356 -1.8706
C 0.5624 2.3664 0.8525
C 2.2735 -2.6468 3.3768
C 3.1553 -1.9782 -2.6450
C -3.4759 3.6003 -2.0636
C -2.6338 1.4984 2.4930
C 0.3662 -2.1762 1.6855
C -0.2549 -4.6244 1.6366
C 0.9757 -2.2456 3.0892
C -3.8791 3.3522 1.4017
C 3.7147 -1.9221 -4.0487
C -3.3410 1.9342 1.2018
C 5.3609 -0.2153 -3.2324
C -2.9273 -4.0574 1.1886
C 1.6352 4.5119 0.8336
C -0.5780 4.2355 -0.0815
C 0.1387 -1.8762 4.1425
C -3.4915 3.2768 -4.4471
C 2.7247 -2.6699 4.6935
C -3.8538 4.0189 -3.3320
C -2.3871 1.6985 -3.0090
C -2.7554 2.1125 -4.2819
C -1.1715 -5.6545 1.5163
C -0.5881 2.8692 0.2302
C 1.6659 3.1642 1.1467
C 0.5039 5.0453 0.2243
B 1.0617 1.0495 -2.7438
H 3.6332 -2.7898 -2.0694
H 3.6667 -2.8697 -4.5817
H -4.5802 3.6389 0.6168
H -1.8400 0.7707 -2.8878
H 0.7925 -4.8393 1.8040
H 3.2339 -1.1323 -4.6240
H 3.7400 -2.9862 4.9002
H 2.7519 -0.6051 -1.2229
H 2.4780 5.1516 1.0641
H -3.7885 3.6008 -5.4368
H 4.8386 0.5259 -3.8348
H -2.3596 -2.0009 1.2193
H -5.0271 1.2344 -0.0035
H 6.4285 -0.0042 -3.2055
H -3.2321 -6.1807 1.2062
H -1.4317 4.6761 -0.5843
H -3.9702 -3.8254 1.0127
H -0.0766 -1.6076 6.2530
H -2.1558 0.5204 2.4030
H 0.4708 6.1005 -0.0182
H 4.8009 0.6392 -1.3582
H -0.8372 -6.6814 1.5965
H -4.4314 4.9277 -3.4494
H 5.2893 -1.0618 -1.2579
H 2.0917 -2.2063 -2.6724
H 2.2454 -2.3198 6.7551
H -0.8722 -0.8198 0.8791
H 2.5308 2.7258 1.6290
H -1.8610 2.2145 2.7849
H -3.3624 1.4443 3.3100
H 0.5726 1.3471 1.2419
H 5.6298 -1.5383 -4.8406
H -5.2437 1.0331 1.7409
H -3.0816 4.0989 1.4477
H -3.7669 4.2102 -1.2172
H -4.4242 3.4010 2.3513
H -4.1705 -0.0537 0.8466
H 5.6325 -2.2608 -3.3616
H -2.4703 1.5202 -5.1428
H 2.9252 -2.9530 2.5736
H -0.8742 -1.5634 3.9237
*
```

And the Löwdin charges, in e, turn out to be:
1 Pd 0.9449
2 Si 0.4728
3 F 0.1210
4 F 0.1268
5 O 0.0287
6 O -0.0668
7 O -0.1558
8 O -0.4012
9 N 0.0509
10 N -0.0636
11 C -0.0803
12 C -0.1248
13 C -0.5424
14 C -0.1907
15 C -0.1027
16 C -0.0081
17 C -0.0992
18 C -0.0902
19 C -0.1994
20 C -0.1658
21 C -0.0218
22 C -0.1976
23 C -0.1030
24 C -0.0863
25 C -0.3225
26 C -0.0161
27 C -0.1233
28 C -0.0934
29 C -0.0883
30 C -0.6045
31 C -0.0970
32 C -0.0773
33 C -0.0901
34 C -0.0834
35 C -0.0178
36 C -0.0971
37 C -0.0875
38 C -0.0922
39 C -0.0962
40 C -0.0826
41 C -0.0789
42 C -0.2147
43 C -0.0828
44 C -0.0788
45 B -0.6650
46 H 0.1299
47 H 0.1337
48 H 0.0644
49 H 0.0817
50 H 0.1172
51 H 0.1344
52 H 0.0968
53 H 0.0627
54 H 0.0987
55 H 0.0971
56 H 0.1380
57 H 0.1004
58 H 0.0791
59 H 0.1305
60 H 0.0966
61 H 0.0926
62 H 0.1012
63 H 0.0998
64 H 0.0615
65 H 0.1014
66 H 0.1367
67 H 0.0994
68 H 0.0986
69 H 0.1303
70 H 0.1314
71 H 0.0959
72 H 0.0259
73 H 0.1033
74 H 0.0823
75 H 0.0850
76 H 0.0799
77 H 0.1757
78 H 0.0830
79 H 0.0739
80 H 0.0816
81 H 0.0835
82 H 0.0701
83 H 0.1744
84 H 0.1012
85 H 0.0966
86 H 0.1178